[1]
60
Properties=species:S:1:pos:R:3:mulliken_charge:R:1 method="wB97M-V/def2-TZVPD" gap_ha="0.2855 / 0.2522" homo_energy_ev="-8.625 / -9.740" spin_multiplicity=3 e_lumo_ev="-0.9 / -2.9" e_tot_ha=-4136.9064 s_squared=2.040 charge=0
Au 0.5479 -0.8012 -0.1342 1.330
Cl -2.8563 1.2658 -2.6316 -0.081
C -2.1122 2.4172 -1.6410 0.807
C -2.7386 3.6218 -1.3609 -0.822
C -2.1271 4.5442 -0.5421 0.855
Cl -2.9504 6.0119 -0.2009 -0.223
C -0.8343 4.3081 0.0483 0.373
C -0.1711 5.2386 0.8602 -0.788
C 1.0458 4.9009 1.3982 -0.793
C 1.5764 3.6362 1.1234 -0.212
N 0.9825 2.7486 0.3498 -0.242
C -0.1957 3.0822 -0.1882 0.077
C -0.8067 2.0860 -1.0919 0.124
O -0.2574 1.0263 -1.3941 -0.840
H -3.7111 3.8322 -1.7818 0.482
H -0.6177 6.2041 1.0506 0.415
H 1.5886 5.5938 2.0253 0.397
H 2.5279 3.3412 1.5508 0.455
N 9.9058 -0.8851 4.6960 -0.479
C 9.0106 -0.8459 3.9789 0.016
C 7.8902 -0.7912 3.0760 0.425
C 8.0740 -0.3565 1.7675 -0.937
C 6.9950 -0.2780 0.9064 -0.489
C 5.7329 -0.6443 1.3518 1.153
C 5.5473 -1.1082 2.6475 -0.192
C 6.6245 -1.1722 3.5111 -0.960
N 4.6187 -0.5392 0.4779 0.474
C 4.6457 -0.5364 -0.9043 -0.058
C 3.3640 -0.3966 -1.3108 -0.957
N 2.5600 -0.2806 -0.2006 -0.059
C 3.3351 -0.3878 0.8506 -0.544
H 9.0605 -0.0740 1.4284 0.438
H 7.1402 0.0857 -0.1003 0.363
H 4.5767 -1.4490 2.9784 0.397
H 6.4883 -1.5318 4.5210 0.435
H 5.5464 -0.7007 -1.4643 0.410
H 2.9635 -0.3652 -2.3069 0.480
H 3.0048 -0.3339 1.8722 0.450
C 1.3471 -4.7910 1.2248 -1.133
C 1.6758 -3.4089 0.7214 0.751
O 2.6883 -3.1588 0.0918 -0.601
O 0.7484 -2.5327 1.0274 -0.672
H 2.2661 -5.3305 1.4424 0.350
H 0.8154 -5.3144 0.4287 0.286
H 0.6944 -4.7570 2.0929 0.304
F -2.0437 -1.6393 2.9852 -0.228
C -2.7134 -2.1159 1.9344 0.651
F -2.1514 -3.2472 1.5492 -0.178
F -3.9723 -2.3403 2.2984 -0.233
S -2.6876 -0.8198 0.5839 0.830
O -1.5284 -1.2024 -0.2469 -0.403
O -2.5610 0.4231 1.2825 -0.669
N -4.0110 -0.9107 -0.2124 -0.420
S -4.1957 -2.0832 -1.3034 0.977
O -3.8329 -1.6654 -2.6232 -0.635
O -3.7699 -3.3642 -0.8185 -0.633
C -6.0338 -2.1384 -1.2851 0.648
F -6.4957 -2.4452 -0.0777 -0.221
F -6.5556 -0.9712 -1.6599 -0.234
F -6.4219 -3.0793 -2.1482 -0.220



[2]
109
Properties=species:S:1:pos:R:3:mulliken_charge:R:1 method="wB97M-V/def2-TZVPD" gap_ha=0.2547 homo_energy_ev=-4.892 e_lumo_ev=2.0 e_tot_ha=-3788.4485 charge=-1
Sc 0.6380 -0.9550 0.4568 -1.291
C -2.9730 -2.8163 -0.0557 -0.680
C -3.5899 -1.4301 0.1194 -1.310
C -2.5941 -0.2740 -0.0463 0.255
N -1.5146 -0.3972 0.9193 1.801
C -1.6961 0.0928 2.1207 0.759
C -2.6615 1.0774 2.4683 -0.274
C -3.2086 1.4162 3.6853 -0.526
C -3.0876 0.7522 4.9032 -0.583
C -2.2024 -0.2787 5.1742 -0.656
C -1.1310 -0.7329 4.4255 -0.838
C -0.7058 -0.3792 3.1195 0.471
N 0.5046 -0.5768 2.6425 0.465
C 1.5563 -0.9173 3.5894 -1.486
C 1.8742 -2.4148 3.6193 -0.503
C 2.5674 -2.8527 2.3283 -1.066
N 1.6846 -2.8230 1.1759 0.117
C 1.2159 -3.9699 0.7239 0.765
C 1.2647 -5.1935 1.4297 -0.816
C 1.0680 -6.4983 1.0039 -0.656
C 0.9287 -6.9904 -0.2797 -0.464
C 0.8241 -6.2219 -1.4383 -0.479
C 0.5901 -4.8729 -1.5531 -0.616
C 0.4815 -3.8592 -0.5610 0.741
N -0.1585 -2.7264 -0.7130 1.320
C -1.0890 -2.5739 -1.8212 -1.325
C -2.4751 -3.1486 -1.4670 -1.066
H -3.7210 -3.5623 0.2261 0.456
H -2.1389 -2.9085 0.6414 0.057
H -4.0090 -1.3664 1.1286 0.406
H -4.4123 -1.2887 -0.5912 0.373
H -3.1427 0.6630 0.0477 -0.025
H -2.1666 -0.2973 -1.0455 -0.877
H -2.9860 1.6832 1.6290 0.263
H -3.9012 2.2526 3.6729 0.359
H -3.7452 1.0644 5.7058 0.329
H -2.3148 -0.7462 6.1477 0.358
H -0.5313 -1.4975 4.9039 0.296
H 1.2949 -0.5731 4.5939 0.591
H 2.4586 -0.3769 3.2883 0.142
H 0.9516 -2.9879 3.7532 0.404
H 2.5390 -2.6149 4.4649 0.429
H 3.0178 -3.8411 2.4514 0.597
H 3.3843 -2.1558 2.1360 -0.012
H 1.4573 -5.0960 2.4910 0.264
H 1.0899 -7.2452 1.7916 0.333
H 0.9123 -8.0671 -0.4003 0.327
H 0.8686 -6.7684 -2.3747 0.369
H 0.4616 -4.5131 -2.5665 0.324
H -0.7352 -3.0616 -2.7308 0.929
H -1.1523 -1.5140 -2.0526 -0.064
H -2.4087 -4.2370 -1.5513 0.454
H -3.1961 -2.7984 -2.2130 0.463
O 6.7106 -0.7614 -3.5967 -0.712
C 6.7900 -0.4155 -2.4097 0.333
O 7.7323 0.0471 -1.7394 -0.724
C 5.4557 -0.5472 -1.6015 0.009
C 5.4411 -0.4299 -0.2181 -1.513
C 4.2354 -0.4905 0.4555 -0.160
N 3.0534 -0.5865 -0.1561 1.680
C 3.0693 -0.6840 -1.5024 0.627
C 4.2346 -0.7048 -2.2468 -1.518
C 1.6986 -0.6005 -2.1458 -0.102
O 1.5238 -0.8385 -3.3239 -0.762
O 0.7903 -0.1776 -1.3208 1.043
H 6.3748 -0.2824 0.3080 0.516
H 4.2100 -0.3863 1.5331 0.449
H 4.2116 -0.8218 -3.3216 0.604
C -6.1829 3.1359 0.2790 -1.470
C -5.2387 2.9385 -0.8759 0.795
C -5.3049 1.7998 -1.6718 -0.606
C -4.4189 1.6018 -2.7149 -0.521
C -3.4342 2.5456 -3.0025 0.429
N -2.5928 2.2991 -4.0991 0.015
C -1.4334 2.8963 -4.5582 0.178
O -1.1978 2.9107 -5.7535 -0.721
N -0.5546 3.4944 -3.6813 0.062
C -0.3143 3.3219 -2.3040 -0.568
C 0.3826 4.3109 -1.6167 -0.481
C 0.5232 4.1967 -0.2473 -1.488
C -0.0139 3.0871 0.3884 -0.800
N -0.5925 2.0893 -0.2697 1.060
C -0.7378 2.2078 -1.5844 -0.551
C -3.3834 3.7059 -2.2346 -0.242
C -4.2671 3.8840 -1.1822 -0.689
H -7.1656 2.7185 0.0588 0.395
H -6.2982 4.1944 0.5111 0.396
H -5.8058 2.6348 1.1743 0.212
H -6.0683 1.0564 -1.4736 0.305
H -4.4871 0.7017 -3.3157 0.291
H -2.9857 1.7001 -4.8068 0.241
H 0.1726 3.9763 -4.1863 0.255
H 0.7886 5.1573 -2.1591 0.505
H 1.0473 4.9516 0.3233 0.416
H 0.0264 2.9771 1.4631 0.694
H -1.1831 1.3692 -2.0991 0.709
H -2.6714 4.4837 -2.4683 0.404
H -4.2081 4.7947 -0.5977 0.395
C 5.3308 4.4966 0.2723 -1.088
N 4.4899 3.7659 1.1980 -0.233
C 3.6257 2.7934 0.8578 0.747
N 3.5247 2.4903 -0.4532 0.051
S 2.6754 2.0600 2.0219 -0.583
H 5.7837 5.3340 0.7963 0.351
H 4.7355 4.8818 -0.5590 0.308
H 6.1286 3.8667 -0.1315 0.332
H 4.5199 3.9867 2.1763 0.254
H 4.3341 2.5836 -1.0507 0.376
H 2.9342 1.6977 -0.6547 -0.509



[3]
20
Properties=species:S:1:pos:R:3:mulliken_charge:R:1 method="wB97M-V/def2-TZVPD" gap_ha=0.1312 homo_energy_ev=-12.049 e_lumo_ev=-8.5 e_tot_ha=-365.3890 charge=+1
O -0.3582 -1.3883 -0.7036 -0.331
C -1.0270 -0.8347 0.1298 -0.047
C -0.4643 -0.1693 1.2909 0.060
C 0.9242 0.1806 1.3879 -0.484
C 1.3965 1.1990 0.2283 -0.553
C 0.3498 3.4750 0.5831 -0.797
C 0.3062 2.2520 0.0782 -0.041
N -1.1346 -3.8938 -2.6250 -0.617
H -2.1229 -0.9023 0.0734 0.435
H -1.0580 0.0634 2.1710 0.367
H 1.4874 -0.7460 1.1625 0.338
H 1.1998 0.4983 2.3833 0.396
H 2.3409 1.6472 0.5211 0.409
H 1.4849 0.5713 -0.6532 0.325
H 1.2172 3.8240 1.1249 0.265
H -0.5149 4.1107 0.4577 0.276
H -0.5289 1.7927 -0.4549 0.333
H -1.0312 -2.9272 -2.4352 0.219
H -2.0568 -4.2807 -2.4703 0.223
H -0.4101 -4.4719 -2.2499 0.224



[4]
12
Properties=species:S:1:pos:R:3:mulliken_charge:R:1 method="wB97M-V/def2-TZVPD" gap_ha=0.4189 homo_energy_ev=-10.525 e_lumo_ev=0.9 e_tot_ha=-306.4888 charge=0
C 0.6188 1.2870 0.6015 -1.287
C 0.2677 0.2938 -0.4808 0.370
C 0.1155 -1.1719 -0.0554 -0.488
C -1.3462 -0.9460 -0.4131 0.538
O -2.3646 -1.5662 -0.4025 -0.545
O -1.1586 0.3455 -0.8097 -0.372
H 1.6579 1.1615 0.9102 0.337
H -0.0141 1.1332 1.4760 0.327
H 0.4747 2.3102 0.2535 0.323
H 0.8448 0.4526 -1.3980 0.300
H 0.6133 -1.9125 -0.6842 0.265
H 0.2909 -1.3871 1.0024 0.233



[5]
52
Properties=species:S:1:pos:R:3:mulliken_charge:R:1 method="wB97M-V/def2-TZVPD" gap_ha=0.3128 smiles="C=CC[C@H](N)CNC.O.O.O.O.O.O.O.O.O.O" homo_energy_ev=-8.730 e_lumo_ev=-0.2 e_tot_ha=-1110.7057 charge=0
C 2.9215 1.7482 -1.9193 -0.737
C 2.5631 0.5248 -1.7221 0.408
C 1.0474 0.0819 -1.5706 -1.252
C 0.7871 -0.7570 -0.2530 0.775
N -0.5580 -1.1000 0.0547 -0.287
C 1.3223 0.0261 1.0497 -0.414
N 2.1220 -0.7973 1.9654 -0.387
C 2.9574 0.1415 2.9713 -0.870
H 3.9903 1.9960 -2.0551 0.216
H 2.5329 2.7705 -2.0558 0.152
H 3.1767 -0.4297 -1.7158 -0.099
H 0.3000 0.7909 -1.7628 0.664
H 0.7679 -0.6138 -2.4489 0.260
H 1.5398 -1.7524 -0.2954 0.122
H -1.2184 -0.4024 -0.0899 -0.152
H -0.7965 -1.9113 -0.5540 0.384
H 1.8513 0.8930 0.5951 0.313
H 0.2693 0.4007 1.4739 -0.143
H 1.5617 -1.4374 2.4382 0.272
H 2.9676 1.1338 2.5937 0.299
H 3.8707 -0.4912 2.9735 0.325
H 2.4213 0.2158 3.8672 0.303
O 0.1983 -4.2491 0.8832 -0.691
H -0.0492 -3.2668 0.6128 0.390
H 0.8795 -4.6421 0.4411 0.283
O 2.9151 -2.8053 -0.8832 -0.715
H 3.8285 -2.4747 -0.8285 0.336
H 2.5165 -2.2758 -1.6362 0.398
O 0.9840 3.4766 3.1087 -0.634
H 0.6322 2.6084 2.6820 0.320
H 1.1466 4.0564 2.4235 0.297
O -2.7870 1.6009 0.1549 -0.636
H -3.5239 2.2204 -0.1264 0.308
H -2.1078 2.2351 0.6958 0.324
O -1.6956 2.4338 -2.7641 -0.603
H -2.3722 2.0053 -2.2814 0.372
H -1.6535 2.2992 -3.6598 0.254
O -3.7856 -0.5241 1.4931 -0.621
H -4.1223 0.3596 1.4172 0.245
H -3.3689 -0.4368 2.3462 0.299
O -3.2744 -1.3892 -1.1907 -0.695
H -3.9486 -2.0012 -1.3006 0.307
H -3.3027 -1.1053 -0.2160 0.296
O 1.3252 3.2697 0.4085 -0.588
H 1.1940 3.8138 -0.5118 0.338
H 1.0469 2.4722 -0.0276 0.237
O -3.4568 0.4728 -3.0376 -0.760
H -2.5503 0.2645 -3.3313 0.292
H -3.6001 -0.1320 -2.2729 0.480
O -2.7961 -3.3699 1.2549 -0.618
H -1.8017 -3.4772 1.1051 0.341
H -2.8675 -2.4698 1.5008 0.288



[6]
15
Properties=species:S:1:pos:R:3:mulliken_charge:R:1 method="wB97M-V/def2-TZVPD" gap_ha=0.3585 homo_energy_ev=-9.354 e_lumo_ev=0.4 e_tot_ha=-324.9364 charge=0
C -1.5663 -0.7319 -0.5581 -1.120
C -1.1248 0.7089 -0.7500 -0.371
N 0.3507 0.8347 -0.5867 -0.520
H -2.6264 -0.8499 -0.7869 0.357
H -0.9979 -1.4110 -1.1916 0.307
H -1.4247 -1.0408 0.4744 0.332
H -1.4413 1.0706 -1.7290 0.350
H -1.6258 1.3311 -0.0015 0.279
H 0.6744 -0.0286 0.4148 0.601
H 0.5849 1.8204 -0.5308 0.269
H 0.8196 0.4964 -1.4241 0.268
O 0.9288 -0.7848 1.2288 -0.563
C 2.1256 -0.5681 1.6966 0.142
O 2.7448 -1.1696 2.5364 -0.511
H 2.5783 0.3227 1.2076 0.181



Look up the charge of the fifth one. 0



Look up the charge of the second one. -1



Among the records above, which one has the highest charge? C6H12NO